C40H48F3FeN4OSSb2 | ωB97M-V/def2-TZVPD

```
100
Properties=species:S:1:pos:R:3:mulliken_spin:R:1
Sb 10.6240 12.2399 10.4041 0.003
Sb 11.7209 15.7272 9.6576 0.051
Fe 15.2160 14.6583 11.3928 3.725
S 17.2821 13.0927 11.9541 0.055
F 17.0709 8.4546 11.3624 0.000
F 18.6337 9.9828 11.3679 0.000
F 17.2337 10.0115 12.9805 0.000
O 13.8793 14.1856 12.9998 0.048
N 13.5616 12.6416 14.6932 0.006
N 14.8647 16.7036 12.0601 0.030
N 15.1312 12.6971 10.5371 0.011
N 15.9743 15.2597 9.4577 0.067
C 8.9036 14.8918 11.0098 0.000
C 9.3572 13.5523 11.5702 0.000
C 9.1937 11.4290 9.0270 0.000
C 12.5030 19.7074 8.2474 0.000
C 12.5614 13.2692 15.4761 0.000
C 16.9272 17.5934 9.4337 0.001
C 12.0447 10.5029 12.5067 0.002
C 14.6154 10.7813 9.2086 0.000
C 9.5606 16.2530 7.4126 0.002
C 10.5840 15.4314 7.8763 0.001
C 7.8536 11.5300 9.1744 0.000
C 15.6190 10.0670 9.8628 0.002
C 10.0724 13.8507 6.1412 0.000
C 9.6921 10.6724 7.9688 0.000
C 16.2536 12.0315 11.0512 0.029
C 12.4144 20.5217 9.3394 0.000
C 9.9793 15.9808 11.0059 0.000
C 12.2007 19.9520 10.5886 0.000
C 10.8845 14.2626 7.1942 -0.003
C 8.9910 14.6176 5.7343 0.000
C 17.3376 9.7605 11.6217 -0.008
C 14.1323 11.4077 15.2547 0.000
C 12.3076 18.3453 8.3556 0.001
C 11.1732 8.7884 13.8825 0.000
C 15.4845 17.9433 11.5075 0.001
C 12.0255 17.7945 9.5882 -0.003
C 9.8986 8.9758 13.3736 0.000
C 6.9840 10.9819 8.2281 0.000
C 16.3908 10.6618 10.8275 -0.005
C 14.1425 13.1409 13.6039 -0.002
C 7.4444 10.2225 7.1741 0.000
C 15.8389 16.6244 8.8589 -0.033
C 16.9305 17.6132 10.9934 0.002
C 12.2548 9.5075 13.4354 0.000
C 10.7956 10.7167 11.9505 0.000
C 8.8400 10.0552 7.0933 0.000
C 14.3790 12.1054 9.6243 0.006
C 8.8059 15.8809 6.3346 0.000
C 11.9326 18.6267 10.6933 0.002
C 9.6966 9.9187 12.3766 0.000
H 8.4980 14.7808 9.9630 0.000
H 8.5100 12.9593 11.9552 0.000
H 6.7777 9.7218 6.4863 0.000
H 15.6950 9.0094 9.5950 0.000
H 15.5651 18.7717 12.2182 -0.001
H 9.4645 16.8919 10.6951 0.000
H 17.2527 16.6409 11.4044 0.006
H 16.9192 14.9676 9.4251 0.001
H 14.8567 18.2787 10.7063 -0.002
H 5.9259 10.9307 8.4010 0.000
H 17.9616 17.3081 9.1382 0.000
H 13.8516 16.8768 12.0462 -0.009
H 12.9340 13.4010 16.4459 0.000
H 13.2767 9.1866 13.6586 0.000
H 11.7132 13.5838 7.5073 0.000
H 16.0029 16.6779 7.8240 0.000
H 12.5305 21.5782 9.2780 0.000
H 14.9829 12.5187 13.2556 -0.009
H 15.1183 16.6944 13.0413 0.006
H 10.7668 10.4999 7.8970 0.000
H 13.5277 12.6335 9.2807 -0.001
H 8.3598 14.3498 4.8645 0.000
H 14.8574 16.9514 9.0749 0.019
H 14.4608 11.6019 16.2662 0.000
H 16.6642 18.6238 9.0969 0.000
H 17.6838 18.2746 11.3398 0.001
H 13.9416 10.3320 8.4631 0.001
H 11.7154 12.5548 15.5058 0.000
H 13.4501 10.5969 15.2868 0.000
H 7.4356 12.0750 9.9783 0.000
H 9.0476 8.3730 13.7743 0.000
H 12.7512 20.1227 7.2613 0.000
H 10.3020 12.9015 5.6645 0.000
H 10.3705 16.0482 12.0564 0.000
H 12.8814 10.9906 12.0958 -0.002
H 15.4214 14.6163 8.9053 -0.003
H 11.6215 18.2109 11.6675 0.000
H 8.0784 15.2683 11.6252 0.000
H 12.1916 20.5747 11.4744 0.000
H 9.2294 9.4219 6.2658 0.000
H 8.7088 9.9796 11.9070 0.000
H 14.9826 11.1173 14.6494 0.000
H 12.4131 17.7740 7.4511 0.000
H 9.8591 13.7075 12.5219 0.000
H 11.3243 7.9798 14.5868 0.000
H 8.0476 16.5411 5.8956 0.000
H 12.2673 14.2252 15.0533 0.000
H 9.3705 17.1666 7.9134 0.000
```

The LUMO energy (spin up / spin down) is -0.072 / -0.086 Eh. The multiplicity is 5. Its total charge is +1. The value obtained for the HOMO energy (spin up / spin down) is -10.261 / -10.268 eV. The value obtained for the energy above the lowest of the compared OMol25 structures with the same formula, charge and spin is 0.00 kcal/mol.

***

CH3Cl2OP | ωB97M-V/def2-TZVPD

```
8
Properties=species:S:1:pos:R:3:mulliken_spin:R:1
Cl -2.3981 1.6134 -0.2775 0.389
Cl -2.1670 -1.6594 -0.1410 0.103
P -0.9138 -0.0934 0.0824 0.498
O -0.8843 0.1688 1.6381 0.005
C 0.6131 -0.6856 -0.5361 0.923
H 1.6608 -0.4548 -0.2105 0.042
H 0.6028 -0.6371 -1.6008 0.040
H -0.0616 0.2654 2.0210 0.000
```

The LUMO energy (spin up / spin down) is 0.016 / -0.093 Eh. The multiplicity is 3. The value obtained for the HOMO energy (spin up / spin down) is -6.697 / -10.227 eV. The value obtained for the energy above the lowest of the compared OMol25 structures with the same formula, charge and spin is 9.10 kcal/mol.

***

CBrN3O2 | ωB97M-V/def2-TZVPD

```
7
Properties=species:S:1:pos:R:3:nbo_charge:R:1
Br 1.1398 -1.7023 -0.9119 0.352
O -1.5990 -1.1887 -0.5727 -0.347
O -1.5368 0.6949 0.5545 -0.351
N 0.3071 -0.2040 -0.2079 -0.423
N 1.6822 1.7601 0.8175 -0.264
N -1.0603 -0.2527 -0.0455 0.632
C 1.0669 0.8927 0.3660 0.403
```

The LUMO energy is -0.048 Eh. The multiplicity is 1. The value obtained for the HOMO energy is -11.085 eV. The value obtained for the energy above the lowest of the compared OMol25 structures with the same formula, charge and spin is 0.00 kcal/mol.

***

C5H14 | ωB97M-V/def2-TZVPD

```
19
Properties=species:S:1:pos:R:3:nbo_charge:R:1
C -0.4895 1.5233 -0.0729 -0.411
C 1.1887 -2.7161 -0.0576 -0.627
C 1.5999 -1.3173 -0.5829 -0.597
C -0.9451 0.5654 0.9714 -0.598
C -1.5966 2.4839 -0.3383 -0.609
H -1.6462 3.3972 0.1906 0.215
H 0.8888 -3.4522 -0.8549 0.210
H 1.2565 -0.5207 0.1103 0.207
H -2.6376 1.9223 -0.2748 0.199
H -0.0713 0.9655 -0.8791 0.208
H -1.3263 1.0239 1.8587 0.206
H -1.4224 2.7610 -1.4277 0.208
H 2.9277 -1.4151 -0.5008 0.190
H 2.0595 -3.2394 0.4972 0.202
H -1.6947 -0.2035 0.5831 0.198
H -0.1246 -0.0626 1.2799 0.196
H 0.3910 -2.5491 0.7300 0.204
H 0.4641 2.0866 0.3242 0.191
H 1.1781 -1.2531 -1.5564 0.208
```

The LUMO energy is 0.042 Eh. The multiplicity is 1. The value obtained for the HOMO energy is -10.860 eV. The value obtained for the energy above the lowest of the compared OMol25 structures with the same formula, charge and spin is 42.62 kcal/mol.

***

C12H10BF6N3Pd | ωB97M-V/def2-TZVPD

```
33
Properties=species:S:1:pos:R:3:nbo_charge:R:1
Pd -1.2496 0.2408 -0.1229 0.812
F -3.1897 -1.7472 -0.4365 -0.356
F -0.0569 3.6682 -1.1499 -0.531
F -3.9236 0.2134 0.1197 -0.359
F -1.0240 2.5232 0.5607 -0.580
F -1.2849 1.7496 -1.5829 -0.572
F -2.3240 3.6902 -0.9054 -0.530
N 1.1787 -0.6825 1.0997 -0.195
N 0.7875 -0.6174 -0.1330 -0.210
N -1.0935 -0.6100 1.6638 -0.442
C 0.5881 -0.6189 3.4009 -0.195
C 1.5908 -0.5950 -1.2177 0.038
C -1.7349 -0.5445 3.9552 -0.225
C -3.0285 -0.4211 -0.6804 0.436
C 0.9537 -0.6264 -2.4754 -0.086
C 1.7070 -0.5402 -3.6233 -0.236
C -2.0323 -0.5668 2.6084 0.065
C 2.9941 -0.5394 -1.1436 -0.166
C 3.7243 -0.4472 -2.3072 -0.214
C 0.2331 -0.6493 2.0350 0.288
C -0.3912 -0.5431 4.3545 -0.154
C 3.0907 -0.4356 -3.5436 -0.150
B -1.1683 3.0295 -0.7634 1.351
H -3.2797 -0.2142 -1.7362 0.141
H -0.1333 -0.4841 5.4019 0.231
H -0.1353 -0.7226 -2.5042 0.223
H -2.5317 -0.5119 4.6791 0.235
H 1.2258 -0.5476 -4.5886 0.226
H -3.0627 -0.5572 2.2664 0.236
H 4.7999 -0.3725 -2.2563 0.222
H 1.6391 -0.6152 3.6369 0.241
H 3.4554 -0.5555 -0.1683 0.234
H 3.6772 -0.3487 -4.4447 0.221
```

The LUMO energy is -0.084 Eh. The multiplicity is 1. The value obtained for the HOMO energy is -8.374 eV. The value obtained for the energy above the lowest of the compared OMol25 structures with the same formula, charge and spin is 39.07 kcal/mol.

***

Among the records above, which one has the highest multiplicity?
C40H48F3FeN4OSSb2

***

Number 4 is which compound?
C5H14

***

Look up the multiplicity of the fourth one.
1

***

Which of these has the highest energy above the lowest of the compared OMol25 structures with the same formula, charge and spin?
C5H14